The following is a quantum chemistry calculation of one molecule with the formula C5H9NO at a distorted geometry, from OMol25.

Geometry as XYZ:
```
16
Properties=species:S:1:pos:R:3:forces:R:3
C 1.502 0.691 -0.047 0.024 0.039 0.006
C 0.166 -0.023 0.112 -0.157 0.275 -0.183
C 0.216 -1.181 1.074 1.688 -2.457 -1.664
C -1.090 0.890 0.201 -0.082 0.253 0.209
N -1.491 0.371 -1.103 -0.146 0.121 -0.118
C -0.442 -0.489 -1.229 -0.171 -0.295 -0.251
O -0.174 -1.329 -2.050 0.113 0.216 0.162
H 2.275 -0.010 -0.380 -0.147 0.055 0.058
H 1.830 1.130 0.902 -0.065 -0.056 -0.101
H 1.436 1.491 -0.793 -0.015 -0.108 0.122
H 0.686 -0.939 2.034 0.201 -0.139 -0.351
H 0.862 -2.024 0.400 -1.568 1.987 2.391
H -0.759 -1.633 1.294 0.126 0.164 -0.276
H -1.782 0.625 1.007 0.112 0.065 -0.051
H -0.892 1.965 0.209 -0.010 -0.089 0.029
H -2.345 0.465 -1.632 0.096 -0.031 0.020
```
Forces are in eV/Å.

Net charge: 0
SMILES string: CC1(C)CNC1=O

natural (NBO) atomic charge list, values in e, 8 entries: C -0.600; C -0.156; C -0.602; C -0.199; N -0.625; C 0.686; O -0.594; H 0.226

***

The following is a quantum chemistry calculation of C5H9NO as an isolated structure at a distorted geometry, from OMol25.

Geometry as XYZ:
```
16
Properties=species:S:1:pos:R:3:forces:R:3
C -1.332 -1.099 0.233 -4.239 -3.750 -0.363
C -0.217 -0.211 0.009 1.259 2.686 5.640
C 0.372 0.219 -1.203 -0.927 2.775 -5.335
C 1.300 -0.168 0.581 0.604 -1.358 0.027
C -0.719 1.142 0.739 -2.213 1.907 -1.248
H -1.243 -2.227 -0.160 0.271 2.345 1.049
H -1.736 -1.132 1.329 1.077 -0.016 -1.826
H -2.304 -0.756 -0.368 2.179 -0.283 1.091
H -0.322 1.147 -1.577 1.605 -2.512 -0.412
H 0.599 -0.612 -1.954 -0.526 1.183 0.724
H 2.488 0.581 -1.064 -2.221 0.478 1.210
H 1.792 -1.200 0.404 -0.482 1.527 0.749
H 1.574 0.379 1.551 -0.622 -1.510 -0.886
H -0.272 1.271 1.884 -1.387 0.098 -2.566
N 1.552 0.765 -0.545 2.323 -0.970 -0.896
O -1.532 1.901 0.142 3.299 -2.601 3.043
```
Forces are in eV/Å.

Net charge: 0

natural (NBO) atomic charge list, values in e, 8 entries: C -0.628; C -0.200; C -0.238; C -0.220; C 0.454; H 0.226; H 0.234; H 0.244

***

The following is a quantum chemistry calculation of C5H9NO as an isolated structure, from OMol25.

Geometry as XYZ:
```
16
Properties=species:S:1:pos:R:3:forces:R:3
C 0.005 2.722 -0.407 0.034 0.460 -0.273
C -0.538 1.077 0.485 -0.405 -0.145 0.609
N -1.558 1.837 0.128 0.384 -0.010 0.426
O -0.684 -0.220 0.187 0.112 0.407 -0.246
C 0.444 -1.004 0.512 0.156 -0.143 0.020
C 0.830 -1.946 -0.572 0.121 -0.077 -0.191
C 0.113 -2.438 0.667 -0.111 -0.174 0.133
H 0.794 2.829 0.332 -0.280 0.045 -0.145
H 0.431 2.382 -1.353 -0.327 -0.192 0.219
H -0.523 3.666 -0.517 -0.091 -0.178 -0.199
H -2.319 1.305 -0.368 0.570 0.360 -0.259
H 1.190 -0.505 1.126 -0.279 -0.078 -0.127
H 0.240 -1.849 -1.480 0.130 -0.132 0.123
H 1.877 -2.189 -0.716 -0.148 -0.006 0.064
H -0.949 -2.639 0.570 0.181 -0.183 0.005
H 0.647 -3.027 1.405 -0.049 0.046 -0.158
```
Forces are in eV/Å.

Net charge: 0

natural (NBO) atomic charge list, values in e, 8 entries: C -0.425; C 0.323; N -0.652; O -0.528; C 0.072; C -0.445; C -0.440; H 0.239

***

The following is a quantum chemistry calculation of a 2-piece molecular cluster, C5H9NO overall, from OMol25.

Geometry as XYZ:
```
16
Properties=species:S:1:pos:R:3:forces:R:3
C -1.352 -0.089 -1.010 0.019 0.018 -0.021
C -0.770 0.115 0.375 -0.042 -0.276 -0.121
C -0.603 -1.147 1.194 0.026 0.010 0.029
C -0.063 1.334 0.715 -0.374 0.069 0.165
N -1.248 1.354 1.126 0.421 0.103 -0.100
H -0.909 -0.967 -1.491 -0.040 0.135 0.083
H -1.173 0.776 -1.656 -0.067 -0.088 0.117
H -2.436 -0.246 -0.941 0.132 -0.001 -0.004
H -1.585 -1.571 1.438 0.113 0.049 -0.051
H -0.076 -0.949 2.132 -0.103 0.001 -0.112
H -0.037 -1.898 0.634 -0.069 0.132 0.071
H 0.808 1.985 0.722 -0.155 -0.040 0.048
C 2.364 0.330 -0.811 -0.118 -0.373 -0.079
O 1.901 -0.766 -0.991 0.336 0.532 0.013
H 2.216 1.164 -1.531 -0.010 -0.190 0.077
H 2.962 0.574 0.092 -0.070 -0.082 -0.114
```
Forces are in eV/Å.

Net charge: 0
SMILES string: CC1(C)C=N1.C=O

natural (NBO) atomic charge list, values in e, 8 entries: C -0.634; C 0.040; C -0.633; C 0.033; N -0.309; H 0.225; H 0.211; H 0.217

***

Respective LUMO values: 0.829 0.835 0.871 0.575 eV.
Respective ΔE to the lowest compared entry with this formula, charge and spin values: 108.3 425.2 606.6 347.2 kJ/mol.